Molecular formula: C3H9NOS2
Method: DFT, the ωB97M-V functional and the def2-TZVPD basis

The geometry in XYZ format:
```
16
Properties=species:S:1:pos:R:3:lowdin_charge:R:1
N -1.217 1.720 -0.572 0.03
C 0.145 1.204 -0.847 -0.47
C 1.196 2.255 -0.506 -0.26
O 2.514 1.841 -0.846 -0.06
C 0.410 -0.040 -0.026 -0.56
S -0.792 -1.345 -0.288 0.43
S -0.897 -2.248 1.559 0.31
H -1.471 2.344 -1.336 0.07
H -1.125 2.357 0.213 0.07
H 0.272 1.040 -1.917 0.14
H 0.992 3.244 -0.894 0.12
H 1.198 2.443 0.588 0.13
H 2.771 2.268 -1.668 0.09
H 0.429 0.257 1.029 0.07
H 1.408 -0.439 -0.201 0.08
H 0.061 -3.160 1.351 -0.21
```

## Properties
**SMILES**: N[C@@H](CO)CSS
**Electronic energy**: -28464.651 eV
**HOMO energy**: -8.74 eV
**Net charge**: 0
**Largest force on an atom**: 0.02724 Eh/bohr
**Frontier orbital gap**: 9.4 eV
**2S+1**: 1